(P)
Density functional theory data (ωB97M-V/def2-TZVPD) for a molecular structure, C16H32O32S8.

```
88
Properties=species:S:1:pos:R:3:mulliken_charge:R:1
C -6.449 -2.535 -0.089 -0.40
C -6.450 -2.887 1.394 -0.24
O -5.430 -2.075 1.961 -0.33
S -4.314 -1.714 0.873 1.06
O -3.121 -2.411 1.148 -0.49
O -4.259 -0.312 0.697 -0.53
O -5.063 -2.348 -0.386 -0.34
H -7.052 -1.657 -0.321 0.28
H -6.803 -3.382 -0.671 0.33
H -6.232 -3.951 1.505 0.18
H -7.435 -2.701 1.817 0.35
C -3.276 -5.441 2.780 -0.27
C -3.159 -4.244 3.704 0.05
O -1.753 -4.059 3.883 -0.34
S -0.930 -4.725 2.690 1.02
O -0.194 -5.783 3.269 -0.61
O -0.246 -3.773 1.905 -0.32
O -2.164 -5.289 1.876 -0.31
H -4.151 -5.371 2.138 0.14
H -3.207 -6.391 3.306 0.35
H -3.561 -4.504 4.684 0.37
H -3.650 -3.358 3.317 -0.05
C -0.269 -0.463 1.044 0.13
C 1.150 -0.858 0.790 -0.15
O 1.781 0.414 0.709 0.06
S 0.868 1.405 -0.123 0.53
O 1.216 1.376 -1.496 -0.35
O 0.755 2.647 0.530 -0.65
O -0.490 0.582 0.078 -0.17
H -0.230 0.038 2.025 0.19
H -1.091 -1.162 1.124 0.03
H 1.224 -1.350 -0.195 0.11
H 1.609 -1.628 1.402 0.28
C 3.949 2.759 -2.640 0.63
C 4.775 4.019 -2.597 -0.59
O 4.351 4.565 -1.349 -0.38
S 4.464 3.370 -0.281 1.11
O 3.591 3.665 0.775 -0.50
O 5.817 3.085 0.023 -0.58
O 3.877 2.281 -1.297 -0.10
H 4.296 1.993 -3.338 0.33
H 2.911 2.898 -2.947 -0.51
H 4.648 4.711 -3.423 0.34
H 5.844 3.787 -2.548 0.36
C 0.919 4.658 -2.795 -0.08
C -0.575 4.436 -2.558 -0.08
O -1.189 4.352 -3.843 -0.36
S -0.088 4.144 -4.994 1.01
O -0.020 5.305 -5.779 -0.56
O -0.271 2.889 -5.624 -0.56
O 1.198 4.032 -4.052 -0.27
H 1.426 4.207 -1.943 0.01
H 1.182 5.708 -2.920 0.33
H -0.796 5.329 -1.975 0.37
H -0.729 3.480 -2.064 0.11
C 2.460 -0.744 -5.325 -0.29
C 1.536 -0.038 -4.315 0.31
O 0.756 -1.064 -3.687 -0.16
S 1.391 -2.482 -3.999 1.09
O 0.389 -3.459 -4.127 -0.57
O 2.484 -2.713 -3.128 -0.56
O 1.922 -2.062 -5.433 -0.36
H 3.485 -0.752 -4.953 0.27
H 2.460 -0.312 -6.321 0.34
H 0.892 0.768 -4.668 0.24
H 2.096 0.491 -3.540 -0.29
C -3.741 2.669 0.965 -0.40
C -4.368 2.438 2.316 -0.24
O -3.491 3.188 3.192 -0.40
S -1.994 3.142 2.638 1.16
O -1.231 2.183 3.345 -0.55
O -1.529 4.462 2.469 -0.58
O -2.356 2.458 1.227 -0.10
H -3.924 3.680 0.585 0.30
H -4.076 2.008 0.170 0.32
H -4.314 1.390 2.608 0.17
H -5.365 2.856 2.421 0.33
C 5.187 -2.814 2.703 -0.32
C 4.416 -3.391 3.917 -0.32
O 3.369 -2.470 4.203 -0.31
S 3.878 -1.001 3.802 1.05
O 4.802 -0.538 4.761 -0.60
O 2.775 -0.224 3.416 -0.35
O 4.610 -1.514 2.497 -0.25
H 4.925 -3.341 1.785 0.26
H 6.270 -2.783 2.786 0.25
H 5.098 -3.429 4.769 0.28
H 3.984 -4.366 3.724 0.32
```

The calculation puts the frontier orbital gap at 10.2 eV. The calculation puts the HOMO energy at -10.510 eV.

(Q)
Density functional theory data (ωB97M-V/def2-TZVPD) for a molecular structure, C16H32O32S8.

```
88
Properties=species:S:1:pos:R:3:mulliken_charge:R:1
C 2.422 -3.382 2.573 -0.55
C 1.404 -4.439 2.146 -0.47
O 0.613 -3.731 1.270 -0.37
S 1.608 -2.956 0.183 1.37
O 0.964 -1.705 -0.261 -0.72
O 2.074 -3.868 -0.867 -0.72
O 2.772 -2.706 1.314 -0.40
H 3.290 -3.894 2.988 0.53
H 2.026 -2.593 3.213 0.36
H 0.865 -4.732 3.047 0.43
H 1.907 -5.301 1.708 0.34
C -2.131 -3.303 4.170 -0.91
C -1.803 -3.974 2.924 -0.42
O -1.654 -3.001 1.957 -0.07
S -0.967 -1.601 2.610 0.88
O -1.475 -0.426 1.875 -0.60
O 0.420 -1.901 2.859 -0.59
O -1.817 -1.874 3.996 -0.58
H -1.643 -3.926 4.920 0.33
H -3.206 -3.316 4.344 0.58
H -2.664 -4.592 2.670 0.36
H -1.061 -4.763 3.048 0.35
C -3.860 -1.431 2.663 0.90
C -3.443 -1.603 1.182 0.66
O -4.591 -1.363 0.417 -0.27
S -5.979 -1.616 1.307 1.25
O -6.244 -3.095 1.305 -0.62
O -7.074 -0.654 1.026 -0.57
O -5.230 -1.211 2.715 -0.49
H -3.239 -0.721 3.210 0.32
H -3.702 -2.329 3.260 -0.24
H -3.108 -2.634 1.067 0.70
H -2.735 -0.825 0.899 -0.41
C 1.505 4.970 -1.044 0.27
C 2.657 5.319 -2.091 0.32
O 3.389 6.240 -1.353 -0.49
S 3.414 5.876 0.317 1.19
O 2.873 6.979 1.155 -0.60
O 4.652 5.152 0.702 -0.49
O 2.317 4.691 0.131 -0.09
H 0.986 4.049 -1.312 -0.55
H 0.709 5.654 -0.752 0.37
H 2.430 5.892 -2.990 0.46
H 3.290 4.545 -2.523 -0.13
C -2.849 -1.697 -2.924 -0.31
C -3.310 -0.672 -1.901 -0.38
O -2.976 -1.321 -0.650 -0.59
S -1.491 -2.149 -0.768 1.27
O -1.248 -3.175 0.268 -0.54
O -0.407 -1.136 -1.004 0.13
O -2.093 -2.753 -2.188 -0.57
H -2.106 -1.292 -3.611 0.30
H -3.745 -2.149 -3.350 0.33
H -4.390 -0.663 -1.757 0.59
H -2.857 0.305 -2.072 0.54
C -0.978 0.565 0.621 0.95
C 0.233 0.055 1.423 0.37
O 1.218 0.926 1.115 -0.90
S 1.149 1.600 -0.451 0.87
O 2.028 0.797 -1.370 -0.16
O 1.196 3.113 -0.439 -0.89
O -0.412 1.064 -0.627 -1.14
H -1.446 1.403 1.138 0.34
H -1.769 -0.182 0.557 -0.90
H 0.431 -0.976 1.129 -0.19
H 0.109 0.094 2.506 0.68
C 3.379 2.431 -1.533 -0.40
C 3.559 0.917 -1.530 0.47
O 4.983 0.904 -1.325 -0.66
S 5.502 1.950 -0.167 1.09
O 6.810 2.367 -0.506 -0.60
O 5.183 1.524 1.204 -0.60
O 4.323 3.015 -0.715 -0.37
H 2.413 2.750 -1.140 0.33
H 3.448 2.816 -2.550 0.42
H 3.454 0.448 -2.509 0.06
H 3.084 0.317 -0.753 0.21
C -1.045 2.378 -3.611 0.14
C -0.807 1.458 -2.419 1.39
O 0.263 0.575 -2.754 -0.56
S 1.272 1.331 -3.778 1.63
O 1.654 0.438 -4.880 -0.74
O 2.299 2.071 -3.060 -0.42
O 0.043 2.266 -4.358 -0.53
H -1.115 3.436 -3.360 0.21
H -1.810 2.028 -4.304 0.31
H -1.658 0.898 -2.032 -1.69
H -0.479 2.023 -1.546 -0.07
```

The calculation puts the frontier orbital gap at 7.8 eV. The calculation puts the HOMO energy at -8.555 eV.

Most stable one: (P), least stable one: (Q).

(P)
Density functional theory data (ωB97M-V/def2-TZVPD) for C2H3Cl3N2 in the gas phase.

```
10
Properties=species:S:1:pos:R:3:mulliken_charge:R:1
H 0.100 -2.305 0.662 0.24
N -0.560 -1.520 0.483 -0.60
C -0.041 -0.409 0.229 0.49
C -1.215 0.835 -0.271 -0.52
Cl -0.927 2.226 0.748 -0.13
N 1.280 -0.033 0.163 -0.03
Cl 1.794 1.180 -0.993 -0.02
Cl 2.395 -1.348 0.327 -0.09
H -2.054 0.251 -0.041 0.33
H -0.772 1.122 -1.308 0.33
```

The calculation puts the frontier orbital gap at 9.2 eV. The SMILES is [H]/N=C(/CCl)N(Cl)Cl. The calculation puts the HOMO energy at -9.855 eV.

(Q)
Density functional theory data (ωB97M-V/def2-TZVPD) for a molecular structure, C2H3Cl3N2.

```
10
Properties=species:S:1:pos:R:3:mulliken_charge:R:1
C -0.355 0.350 -0.196 0.39
C 1.073 -0.133 -0.130 0.39
H -2.250 -0.451 -0.204 0.26
H -1.260 -1.864 0.630 0.28
H -0.138 2.283 -0.455 0.26
N -1.312 -0.655 0.150 -0.53
N -0.883 1.495 -0.273 -0.65
Cl 1.571 -1.416 -1.164 -0.07
Cl 2.286 1.264 0.045 -0.16
Cl 1.270 -0.872 1.597 -0.16
```

The calculation puts the frontier orbital gap at 9.7 eV. The calculation puts the HOMO energy at -9.513 eV.

Most stable one: (Q), least stable one: (P).

(P)
Density functional theory data (ωB97M-V/def2-TZVPD) for 5 unconnected molecules or ions with the total composition CH11O5.

```
17
Properties=species:S:1:pos:R:3:mulliken_charge:R:1
C -0.715 -0.650 1.249 -0.67
O -0.134 0.133 0.276 -0.91
H -1.467 -1.403 0.941 0.28
H -1.238 -0.017 2.003 0.24
H -0.026 -1.228 1.900 0.26
H 1.260 -2.594 -0.818 0.34
H 1.025 -1.259 -0.163 0.29
O 1.713 -1.972 -0.241 -0.72
H 0.940 1.355 0.665 0.48
H 2.233 2.208 0.950 0.27
O 1.287 2.287 0.840 -0.71
H -0.741 -1.105 -1.093 0.28
H -0.321 -1.072 -2.500 0.33
O -0.818 -1.660 -1.905 -0.75
H -1.091 1.570 -0.716 0.39
H -0.730 2.920 -0.321 0.31
O -1.175 2.486 -1.064 -0.72
```

The calculation puts the frontier orbital gap at 8.7 eV. Its charge is -1. The calculation puts the HOMO energy at -4.701 eV.

(Q)
Density functional theory data (ωB97M-V/def2-TZVPD) for 5 unconnected molecules or ions with the total composition CH11O5.

```
17
Properties=species:S:1:pos:R:3:mulliken_charge:R:1
C 1.093 -0.893 -0.666 -0.83
O 0.217 -0.079 -0.005 -0.80
H 1.964 -1.246 -0.101 0.29
H 0.633 -1.754 -1.180 0.24
H 1.577 -0.368 -1.528 0.28
H -0.041 1.926 0.033 0.35
H 1.030 2.602 -0.662 0.29
O 0.360 2.818 0.000 -0.68
H -1.225 -0.026 -1.077 0.39
H -1.184 -1.061 -2.220 0.29
O -1.646 -0.272 -1.934 -0.68
H 0.516 1.041 2.669 0.26
H 1.167 0.334 1.496 0.40
O 1.336 0.606 2.430 -0.71
H -1.181 -0.992 0.692 0.35
H -2.731 -1.147 0.884 0.29
O -1.884 -1.489 1.169 -0.73
```

The calculation puts the frontier orbital gap at 8.6 eV. Its charge is -1. The calculation puts the HOMO energy at -4.635 eV.

Most stable one: (P), least stable one: (Q).

(P)
Density functional theory data (ωB97M-V/def2-TZVPD) for a molecular structure, C3H7Cl2N.

```
13
Properties=species:S:1:pos:R:3:mulliken_charge:R:1
C -1.033 0.536 0.043 -0.59
C 0.430 0.682 -0.507 -0.11
C 1.368 -0.317 0.333 -0.58
H -2.024 -1.098 -1.149 0.22
H -1.551 -1.617 0.762 0.28
H -1.843 1.305 -0.010 0.33
H -0.906 0.546 1.095 0.31
H 0.366 0.432 -1.499 0.42
H 1.336 -0.125 1.422 0.37
H 0.917 -1.268 0.198 0.36
N -1.338 -0.964 -0.345 -0.58
Cl 1.221 2.419 -0.119 -0.23
Cl 3.055 -0.532 -0.223 -0.19
```

The calculation puts the frontier orbital gap at 10.3 eV. The calculation puts the HOMO energy at -9.940 eV.

(Q)
Density functional theory data (ωB97M-V/def2-TZVPD) for C3H7Cl2N in the gas phase.

```
13
Properties=species:S:1:pos:R:3:mulliken_charge:R:1
C 0.959 -0.951 -1.115 -1.12
C 0.757 0.388 -0.354 -0.08
Cl 1.159 1.804 -1.379 -0.21
C -0.832 0.725 0.459 -0.14
N -0.846 -0.044 1.676 -0.50
Cl -2.116 0.167 -0.634 -0.19
H 0.485 -0.807 -2.085 0.33
H 0.375 -1.880 -0.628 0.23
H 1.931 -1.252 -1.214 0.39
H 1.453 0.434 0.373 0.41
H -0.798 1.717 0.817 0.44
H -1.384 -0.904 1.695 0.24
H -1.143 0.603 2.389 0.21
```

The calculation puts the frontier orbital gap at 10.4 eV. The SMILES is C[C@@H](Cl)[C@H](N)Cl. The calculation puts the HOMO energy at -9.521 eV.

Most stable one: (Q), least stable one: (P).

(P)
Density functional theory data (ωB97M-V/def2-TZVPD) for 2 unconnected molecules or ions with the total composition CH3N4.

```
8
Properties=species:S:1:pos:R:3:mulliken_charge:R:1
C 0.830 0.473 -0.018 0.36
N 0.498 1.576 0.035 -0.04
N -2.261 -0.480 0.292 0.10
N -3.253 -0.756 -0.082 -0.09
N 1.100 -0.808 -0.056 -0.36
H 0.722 2.608 0.078 0.40
H 1.164 -1.347 0.812 0.29
H 1.199 -1.266 -1.061 0.34
```

The calculation puts the frontier orbital gap at 12.9 eV. Its charge is +1. The calculation puts the HOMO energy at -17.382 eV.

(Q)
Density functional theory data (ωB97M-V/def2-TZVPD) for 2 unconnected molecules or ions with the total composition CH3N4.

```
8
Properties=species:S:1:pos:R:3:mulliken_charge:R:1
C -0.166 -0.562 -0.196 0.44
N -0.360 -0.564 1.162 -0.06
N 0.717 -1.180 1.065 0.12
N 0.599 -1.645 -0.251 -0.06
N -0.441 1.885 -0.054 -0.38
H 1.264 -2.205 -0.854 0.34
H -1.434 2.011 0.094 0.31
H -0.178 2.260 -0.967 0.30
```

The calculation puts the frontier orbital gap (alpha / beta) at 9.1 / 8.1 eV. Its charge is +1. The calculation puts the HOMO energy (alpha / beta) at -16.140 / -16.524 eV.

Most stable one: (P), least stable one: (Q).